Here is C3H3CsO3 as an isolated structure at a distorted geometry from the OMol25 dataset. Energies are from ωB97M-V with the def2-TZVPD basis set.

Computed properties:
- gap between HOMO and LUMO (eV) = 6.777
- LUMO level (eV) = -0.9678
- relative energy (zero: lowest compared OMol25 entry of this formula, charge and spin) (kJ/mol) = 66.5

Geometry as XYZ:
```
10
C3H3CsO3 ωB97M-V with the def2-TZVPD basis set
H 3.5416 -1.7747 0.1047
O 1.2393 -1.8890 -0.2313
C 1.8846 -0.8443 -0.1460
O 1.6291 0.2020 0.5137
O 3.2662 -0.9247 -0.3145
Cs 3.8946 2.3481 -0.1413
H -4.6472 2.1393 0.2574
C -3.5720 0.2230 0.0146
C -4.2332 1.2245 -0.1512
H -3.0031 -0.7043 0.0940
```